Formula: C16H18N6O4
Source: the Open Molecules 2025 dataset
Level of theory: wB97M-V/def2-TZVPD

The SMILES is Cc1nc(CN(C)C(=O)c2coc([C@H](C)NC(=O)[C@@H]3C[C@H]3C#N)n2)no1. The value obtained for the frontier orbital gap is 10.072 eV. For the LUMO energy, the calculation gives 0.40 eV. The calculation puts the total energy at -1249.97539 hartree.

Last column: Löwdin charge in e.
Atoms and positions in Å:
O (5.7431, 0.8727, -0.5105)  0.03
O (1.9022, -3.0988, 1.3353)  0.07
O (-0.7892, -1.4288, -1.2979)  0.11
O (-4.1177, 1.4404, -2.3271)  0.08
N (-2.9766, 0.5899, -0.5729)  0.12
N (-7.8223, -1.3826, 0.9246)  0.16
N (3.8593, -0.2287, -0.7421)  0.21
N (2.5784, -1.0168, 1.8920)  -0.08
N (5.0175, 1.0930, 0.6610)  0.15
N (0.1559, -0.1243, 0.2169)  0.20
C (0.1423, -2.1721, -0.6469)  0.00
C (0.7344, -1.3894, 0.2778)  -0.15
C (5.5301, -0.3162, -2.6023)  0.02
C (-6.8225, -0.8268, 0.8267)  -0.19
C (3.9240, 0.4268, 0.4668)  -0.34
C (-0.7225, -0.2082, -0.7193)  -0.30
C (1.7898, -1.8908, 1.2010)  -0.41
C (3.6154, -1.6161, 2.7207)  -0.03
C (-4.1200, 0.9897, -1.1992)  -0.45
C (-1.1619, 2.2437, -0.8943)  -0.03
C (4.9914, 0.0844, -1.2817)  -0.40
C (-5.5677, -0.1272, 0.7097)  -0.22
C (-5.4047, 0.8422, -0.4411)  -0.13
C (-5.5387, 1.3577, 0.9626)  -0.04
C (2.8232, 0.3552, 1.4773)  -0.09
C (-1.6768, 0.8416, -1.1872)  -0.27
H (-4.7107, -0.7168, 1.0053)  0.14
H (-0.2136, 2.4177, -1.4023)  0.09
H (-1.0040, 2.3793, 0.1756)  0.08
H (-6.2622, 0.9659, -1.0861)  0.15
H (1.9178, 0.7810, 1.0569)  0.10
H (-1.8260, 0.7202, -2.2601)  0.15
H (3.9720, -0.8670, 3.4256)  0.09
H (-1.8898, 2.9714, -1.2499)  0.08
H (5.7260, 0.5644, -3.2132)  0.09
H (3.2040, -2.4640, 3.2595)  0.09
H (4.8084, -0.9538, -3.1036)  0.09
H (-2.9860, 0.3835, 0.4124)  0.14
H (3.1047, 0.9441, 2.3493)  0.13
H (6.4683, -0.8561, -2.4779)  0.09
H (-6.4680, 1.8357, 1.2331)  0.12
H (-4.6547, 1.7521, 1.4447)  0.11
H (4.4591, -1.9713, 2.1224)  0.10
H (0.2683, -3.1970, -0.9413)  0.14

Formula: C16H19AgN2OS
Source: the Open Molecules 2025 dataset
Level of theory: wB97M-V/def2-TZVPD

The value obtained for the frontier orbital gap is 7.242 eV. For the LUMO energy, the calculation gives 0.27 eV. The calculation puts the total energy at -1350.94907 hartree.

Last column: Löwdin charge in e.
Atoms and positions in Å:
Ag (-0.8921, 1.5120, 0.1156)  0.73
S (-3.3882, 0.7234, -1.9082)  0.95
O (-2.4034, 1.7813, -1.5097)  -0.65
N (-0.2527, 1.2266, 2.1780)  -0.08
N (1.4778, 1.2631, -0.0884)  -0.06
C (1.4954, 0.9099, 3.5937)  -0.08
C (5.2488, -1.2802, -1.5109)  -0.09
C (-0.7210, 1.0714, 3.4244)  -0.21
C (-5.3024, -0.2093, -0.1549)  -0.22
C (-4.4488, -1.3717, -0.6768)  -0.24
C (4.5822, -0.0682, -1.3819)  -0.05
C (1.1154, 1.1312, 2.2637)  -0.37
C (4.5330, -2.4639, -1.5862)  -0.10
C (2.4501, 1.2849, -1.1813)  -0.20
C (0.3193, 0.8810, 4.3388)  -0.12
C (3.1453, -2.4297, -1.5336)  -0.09
C (1.9430, 1.1798, 1.1093)  -0.13
C (3.1949, -0.0247, -1.3288)  -0.23
C (-4.9391, 1.0407, -0.9661)  -0.29
C (2.4835, -1.2202, -1.4060)  -0.05
C (-3.0725, -0.7918, -0.9402)  -0.34
H (-2.4113, -1.4478, -1.5041)  0.09
H (5.0513, -3.4097, -1.6782)  0.10
H (-4.8706, -1.7603, -1.6077)  0.11
H (-5.7082, 1.3114, -1.6874)  0.08
H (0.2216, 0.7315, 5.4026)  0.08
H (-6.3637, -0.4356, -0.2454)  0.11
H (5.1497, 0.8534, -1.3189)  0.11
H (-4.4061, -2.1958, 0.0343)  0.12
H (-5.0854, -0.0475, 0.9009)  0.12
H (1.4019, -1.1918, -1.3489)  0.11
H (-1.7817, 1.1272, 3.6261)  0.08
H (3.0235, 1.1381, 1.2829)  0.14
H (1.9046, 1.4914, -2.1036)  0.11
H (6.3309, -1.2999, -1.5476)  0.10
H (-4.7109, 1.9104, -0.3513)  0.09
H (2.5079, 0.7925, 3.9511)  0.09
H (3.1703, 2.0985, -1.0416)  0.11
H (-2.5718, -0.4604, -0.0246)  0.07
H (2.5793, -3.3513, -1.5891)  0.10

Formula: C16H19BN6Pt
Source: the Open Molecules 2025 dataset
Level of theory: wB97M-V/def2-TZVPD

The value obtained for the frontier orbital gap (alpha / beta) is 4.812 / 5.017 eV. As for the total charge: +2. For the LUMO energy (alpha / beta), the calculation gives -6.33 / -10.56 eV. Its expectation value of S² is 6.0323. The multiplicity is 5. The calculation puts the total energy at -1092.94433 hartree.

Last column: Löwdin spin population.
Atoms and positions in Å:
Pt (-0.6516, -0.6660, 0.2716)  0.65
N (-0.3104, -0.2413, -2.7187)  0.01
N (1.8238, -1.0874, -0.9197)  0.01
N (0.9814, 1.4208, -1.4924)  0.25
N (-1.1028, -0.5422, -1.6181)  0.13
N (2.2396, -0.6531, -2.1338)  0.01
N (0.3423, 1.1384, -0.2880)  0.56
C (-2.4047, -0.6250, -3.4198)  0.03
C (-2.3632, -0.7985, -2.0429)  0.03
C (3.4625, -1.2023, -2.3398)  0.01
C (-1.7021, -2.1393, 1.0865)  0.06
C (0.4357, 2.2352, 0.4886)  0.22
C (-1.1226, -0.2420, -3.7954)  0.07
C (-0.4231, 0.0738, 4.5368)  0.10
C (-2.3195, 1.3046, 3.6390)  0.03
C (2.6963, -1.9096, -0.3421)  0.00
C (-1.5798, 0.8365, 4.7291)  0.28
C (-0.8255, 0.1188, 2.1733)  0.34
C (0.0053, -0.2492, 3.2308)  0.09
C (1.0087, 3.2644, -0.2507)  0.40
C (3.7737, -2.0223, -1.2314)  0.00
C (1.3273, 2.7276, -1.4895)  0.45
C (-1.9158, 0.9722, 2.3375)  0.14
B (1.1291, 0.3829, -2.6552)  0.02
H (-1.9181, 1.0341, 5.7431)  0.01
H (-3.1197, -1.0700, -1.3320)  0.00
H (-0.9286, -2.7076, 1.6270)  0.01
H (-2.4582, 1.3177, 1.4578)  0.00
H (1.7580, 3.1762, -2.3692)  0.02
H (4.0570, -0.9734, -3.2097)  0.00
H (1.1516, 4.2795, 0.0892)  0.01
H (0.1831, -0.2675, 5.3768)  0.00
H (0.9121, -0.8146, 3.0073)  0.00
H (-2.4953, -1.9022, 1.8140)  0.00
H (4.6591, -2.5852, -1.0371)  0.00
H (0.0856, 2.2290, 1.5156)  0.02
H (-0.7184, 0.0640, -4.7428)  0.00
H (1.5059, 0.8532, -3.6967)  0.00
H (-3.2003, 1.9281, 3.7796)  0.00
H (2.4338, -2.3981, 0.5905)  0.00
H (0.9167, -0.7367, -0.5781)  0.00
H (-3.2639, -0.7485, -4.0574)  0.00
H (-2.0651, -2.7754, 0.2664)  0.02

Formula: C16H19BrClF14NO8PS
Source: the Open Molecules 2025 dataset
Level of theory: wB97M-V/def2-TZVPD

The value obtained for the frontier orbital gap is 7.029 eV. As for the total charge: -1. For the LUMO energy, the calculation gives 1.45 eV. The calculation puts the total energy at -6449.24699 hartree.

Last column: Löwdin charge in e.
Atoms and positions in Å:
Br (1.9173, 1.6307, 0.8595)  0.45
Cl (-5.1251, -3.8069, -1.5591)  0.61
S (-0.9023, 5.8127, 4.1005)  0.74
P (0.8549, 1.9272, -1.2003)  0.64
F (0.7458, -2.3313, 1.4474)  0.07
F (1.5672, 4.6838, -2.5810)  -0.07
F (1.2998, -2.9064, -0.8011)  0.06
F (-1.0274, -4.5136, 1.5548)  0.11
F (-0.7484, -4.9138, -0.6674)  0.09
F (-2.1985, -2.2821, 0.1914)  0.08
F (3.3574, -6.9661, 2.5835)  0.10
F (1.8787, -8.6832, 2.6285)  0.07
F (1.5725, -5.8177, -0.6217)  0.08
F (-0.0223, -7.4989, 1.2140)  0.09
F (2.3698, -4.6744, 1.1750)  0.07
F (0.7119, -6.2189, 3.0428)  0.09
F (2.7413, -8.1190, 0.6089)  0.11
F (-1.1105, -2.3116, -1.8147)  0.05
O (-4.3955, -2.7092, -2.1605)  -0.40
O (-6.4312, -3.9146, -2.1761)  -0.40
O (0.5026, 5.3640, 4.4917)  -0.37
O (0.1435, 2.1297, -2.7801)  -0.27
O (-1.6789, 6.0660, 5.3593)  -0.35
O (-4.3929, -5.0409, -1.7597)  -0.40
O (-0.7186, 7.2075, 3.1870)  -0.21
O (-5.2801, -3.5630, -0.1390)  -0.40
N (-2.3219, 1.3142, -2.9467)  0.18
C (2.3208, -7.5697, 1.8329)  -0.31
C (1.0043, -6.6182, 1.6951)  -0.18
C (2.5691, 3.6881, -2.8570)  -0.35
C (-0.9391, -2.0399, -0.4073)  -0.29
C (2.5503, 3.2870, -4.4373)  -0.06
C (-0.1551, 3.2932, -0.3980)  -0.32
C (-1.1922, 1.7159, -2.8328)  -0.32
C (-0.4867, 3.7795, 2.2341)  -0.25
C (-0.0767, -4.4348, 0.5123)  -0.19
C (1.2077, -5.3827, 0.6993)  -0.17
C (-0.6882, -0.4375, -0.2875)  -0.12
C (0.5371, 0.0647, -1.1853)  -0.32
C (0.2703, -2.8909, 0.2117)  -0.18
C (-0.9612, 2.9248, 0.9331)  -0.26
C (-1.6946, 4.5045, 3.0056)  -0.20
C (2.5899, 2.4333, -1.8672)  -0.26
H (3.0070, 1.5399, -2.4772)  0.11
H (0.1661, 7.5913, 3.4032)  0.10
H (-0.9564, 1.8345, 1.2484)  0.07
H (3.5886, 4.2217, -2.7191)  0.14
H (3.0111, 4.2046, -4.9720)  0.09
H (3.2068, 2.3730, -4.6156)  0.08
H (-2.0726, 3.2102, 0.7694)  0.12
H (-2.1855, 3.7503, 3.7265)  0.13
H (1.4880, -0.4191, -0.7348)  0.06
H (0.5942, 4.1279, -0.1064)  0.10
H (-2.5122, 4.9293, 2.3335)  0.12
H (-0.0349, 3.0213, 2.9812)  0.11
H (1.4761, 3.1826, -4.8101)  0.08
H (-0.5090, -0.2595, 0.8412)  0.11
H (-0.9027, 3.8247, -1.1048)  0.11
H (-1.6720, 0.0420, -0.6309)  0.13
H (3.3247, 2.5439, -0.9851)  0.04
H (0.4484, -0.4121, -2.2373)  0.12
H (0.3696, 4.5118, 2.0015)  0.11

Formula: C16H19BrCoF3NO3S5
Source: the Open Molecules 2025 dataset
Level of theory: wB97M-V/def2-TZVPD

The value obtained for the frontier orbital gap (alpha / beta) is 8.364 / 8.512 eV. For the LUMO energy (alpha / beta), the calculation gives 0.09 / 0.22 eV. Its expectation value of S² is 0.9538. The multiplicity is 2. The calculation puts the total energy at -7148.86949 hartree.

Last column: Löwdin spin population.
Atoms and positions in Å:
Br (2.4892, -6.0045, -0.5408)  0.00
Co (-0.7112, -0.2024, 0.1619)  1.11
S (-2.8873, 1.2308, -0.6929)  0.00
S (0.5458, 2.2207, 0.0864)  0.01
S (-4.2949, -2.8762, -0.7572)  0.00
S (0.0793, 0.0511, 2.6246)  0.01
S (2.8845, -0.1459, 0.4082)  0.00
F (-4.2684, 3.4244, -0.5730)  0.00
F (-2.1307, 3.7516, -0.5719)  0.00
F (-3.1337, 3.1803, -2.4044)  0.00
O (-2.4505, 1.2131, 0.7201)  0.01
O (-1.7729, 0.7844, -1.5376)  0.01
O (-4.1755, 0.6784, -0.9806)  0.00
N (-2.3564, -1.6118, 0.2675)  -0.01
C (0.8529, -4.0838, 0.7826)  0.00
C (-4.4465, -2.3642, 0.8655)  0.00
C (3.2064, 1.5373, 0.9732)  0.00
C (0.2043, -2.8594, 0.9037)  -0.01
C (1.6058, -4.3329, -0.3540)  0.00
C (-0.0219, 2.7442, 1.7185)  0.00
C (-3.3360, -1.6881, 1.2368)  0.00
C (0.3736, 1.8379, 2.8803)  0.00
C (2.7025, -1.0893, 1.9354)  0.00
C (-2.7416, -2.2002, -0.8338)  0.00
C (0.3016, -1.8696, -0.0748)  -0.11
C (1.0667, -2.1612, -1.2005)  -0.02
C (1.7345, -0.6114, 3.0263)  0.00
C (-3.1126, 3.0096, -1.0871)  0.00
C (1.7171, -3.3852, -1.3543)  -0.01
C (2.3219, 2.5529, 0.2384)  0.00
H (-1.0986, 2.7854, 1.6261)  0.00
H (-5.3385, -2.5582, 1.4409)  0.00
H (0.7650, -4.8366, 1.5560)  0.00
H (1.4271, 1.9474, 3.1167)  0.00
H (-0.3949, -2.6886, 1.7955)  0.00
H (2.4074, -2.0717, 1.5697)  0.00
H (2.4012, 3.5345, 0.7112)  0.00
H (3.0683, 1.5866, 2.0519)  0.00
H (-3.1602, -1.2340, 2.2023)  0.00
H (2.3107, -3.5890, -2.2367)  0.00
H (1.5411, -1.4581, 3.6869)  0.00
H (2.1997, 0.1569, 3.6423)  0.00
H (4.2500, 1.7770, 0.7687)  0.00
H (-0.1935, 2.1296, 3.7639)  0.00
H (-2.1245, -2.2583, -1.7212)  0.00
H (1.1853, -1.4174, -1.9833)  0.00
H (2.6630, 2.6599, -0.7922)  0.00
H (0.3417, 3.7566, 1.9032)  0.00
H (3.6818, -1.1952, 2.4046)  0.00

Formula: C16H19BrN4OS
Source: the Open Molecules 2025 dataset
Level of theory: wB97M-V/def2-TZVPD

The SMILES is O=C(Nc1nnc(CCN2CCCCC2)s1)c1ccc(Br)cc1. The value obtained for the frontier orbital gap is 7.909 eV. For the LUMO energy, the calculation gives -0.07 eV. The calculation puts the total energy at -3887.56903 hartree.

Last column: Löwdin charge in e.
Atoms and positions in Å:
Br (-5.8898, 4.0602, 1.6159)  0.74
S (1.7196, -0.8444, -0.0211)  1.14
O (0.2699, 1.2232, 0.6591)  0.01
N (1.0840, -3.1942, -0.8228)  0.00
N (-0.9961, -0.5571, 0.1030)  0.12
N (5.3956, -2.5414, -2.4958)  -0.19
N (-0.0757, -2.5860, -0.6040)  0.00
C (4.0569, -2.2341, -2.1011)  -0.19
C (2.1184, -2.4712, -0.5785)  -0.59
C (-2.0286, 2.8761, 0.7098)  0.00
C (0.0652, -1.3715, -0.1879)  -0.58
C (3.5110, -2.8993, -0.8028)  -0.17
C (7.3777, -4.3216, -1.2770)  -0.21
C (-3.1495, 3.6456, 0.9477)  -0.11
C (-4.4123, 1.6357, 1.3949)  -0.12
C (-4.3370, 3.0155, 1.2851)  -0.67
C (7.0089, -2.9907, -0.6288)  -0.19
C (6.4847, -2.0233, -1.6986)  -0.19
C (6.1656, -4.8789, -2.0174)  -0.18
C (-3.2875, 0.8720, 1.1459)  -0.02
C (-2.0880, 1.4856, 0.7913)  -0.13
C (5.6708, -3.8509, -3.0432)  -0.19
C (-0.8340, 0.7362, 0.5273)  -0.43
H (7.8812, -2.5482, -0.1442)  0.11
H (-1.0875, 3.3390, 0.4550)  0.12
H (7.7199, -5.0306, -0.5201)  0.11
H (7.3100, -1.7991, -2.3874)  0.12
H (6.4280, -5.8029, -2.5357)  0.11
H (-3.3533, -0.1996, 1.2638)  0.11
H (3.9891, -1.1482, -1.9722)  0.11
H (-1.9098, -0.9526, -0.0649)  0.15
H (8.1942, -4.1647, -1.9862)  0.11
H (-3.1049, 4.7213, 0.8771)  0.10
H (-5.3419, 1.1648, 1.6753)  0.10
H (4.7712, -4.2158, -3.5423)  0.12
H (4.1292, -2.5965, 0.0425)  0.10
H (6.1656, -1.0852, -1.2400)  0.12
H (3.5254, -3.9837, -0.9064)  0.11
H (5.3761, -5.1090, -1.3003)  0.10
H (6.4533, -3.7243, -3.8032)  0.12
H (3.3940, -2.5180, -2.9241)  0.13
H (6.2500, -3.1603, 0.1365)  0.10